Record 1
DFT (ωB97M-V/def2-TZVPD) results for C26H78N7O8 as an isolated structure.

Cartesian coordinates (Å):
N  -0.575  0.103  -0.773
H  0.447  -0.299  -0.427
H  -1.381  -0.480  -0.668
H  -0.514  0.158  -1.808
H  -0.611  0.814  -0.295
C  -2.148  2.442  1.960
C  -2.944  1.133  2.063
C  -4.112  1.248  2.832
O  -3.856  1.504  4.115
C  -4.930  1.239  5.069
N  -3.142  0.592  0.730
H  -1.889  2.864  2.858
H  -2.884  3.279  1.726
H  -1.046  2.381  1.646
H  -2.171  0.502  2.547
H  -4.384  0.179  2.986
H  -4.622  1.898  2.478
H  -4.787  0.156  5.417
H  -5.789  1.478  4.529
H  -5.011  1.928  5.752
H  -3.717  -0.336  0.783
H  -3.677  1.350  0.440
C  3.629  -0.893  -0.969
C  4.859  -0.468  -0.068
C  6.216  -0.530  -0.837
O  6.488  -1.684  -1.570
C  7.714  -1.602  -2.281
N  4.770  0.677  0.555
H  3.991  0.044  -1.620
H  2.571  -0.617  -0.499
H  3.811  -1.528  -1.770
H  5.068  -1.320  0.699
H  6.998  -0.389  -0.145
H  5.942  0.325  -1.609
H  7.601  -0.896  -3.057
H  7.728  -2.386  -2.866
H  8.449  -1.152  -1.784
H  3.953  0.454  1.250
H  5.598  1.162  0.871
C  -1.836  -2.932  1.165
C  -3.028  -3.659  1.603
C  -4.369  -3.336  0.821
O  -4.646  -1.879  0.860
C  -5.805  -1.641  0.066
N  -2.835  -5.043  1.560
H  -1.741  -2.893  0.019
H  -1.064  -3.118  1.764
H  -1.808  -1.758  1.374
H  -3.062  -3.231  2.595
H  -5.275  -3.836  1.199
H  -4.055  -3.689  -0.179
H  -6.087  -0.559  0.144
H  -6.607  -1.934  0.643
H  -5.884  -2.020  -0.743
H  -3.782  -5.577  1.927
H  -2.127  -5.347  2.121
C  0.502  4.045  0.025
C  1.997  4.028  -0.526
C  2.948  4.827  0.410
O  2.285  6.243  0.344
C  3.046  7.174  1.013
N  2.538  2.654  -0.716
H  0.272  3.720  1.126
H  -0.144  3.540  -0.786
H  0.216  5.061  0.230
H  1.998  4.469  -1.507
H  3.930  4.992  -0.060
H  2.904  4.591  1.535
H  4.011  7.102  0.788
H  2.857  6.976  2.017
H  2.543  8.156  0.808
H  2.895  2.173  0.164
H  3.387  2.757  -1.104
C  1.491  -1.726  2.240
C  1.702  -0.252  2.682
C  2.802  0.390  1.694
O  4.098  -0.218  2.120
C  4.701  0.369  3.235
N  0.419  0.425  2.346
H  2.657  -2.213  2.321
H  1.263  -1.831  1.210
H  0.775  -2.198  3.006
H  2.037  -0.272  3.709
H  2.709  1.532  1.705
H  2.639  0.145  0.664
H  4.210  0.410  4.231
H  5.037  1.449  3.102
H  5.715  -0.299  3.540
H  0.265  1.415  2.507
H  -0.303  0.271  2.820
C  -4.262  0.129  -3.066
C  -3.456  -1.282  -3.236
C  -4.203  -2.236  -4.354
O  -5.444  -2.448  -3.664
C  -6.341  -3.203  -4.485
N  -2.127  -1.014  -3.348
H  -5.353  0.065  -2.700
H  -4.350  0.462  -4.122
H  -3.630  0.734  -2.378
H  -3.486  -1.886  -2.209
H  -3.738  -3.240  -4.171
H  -4.355  -1.808  -5.309
H  -6.229  -2.823  -5.383
H  -7.368  -3.120  -4.227
H  -6.173  -4.121  -4.370
H  -1.561  -1.918  -3.498
H  -1.918  -0.707  -4.387
C  2.174  -2.805  -1.465
O  0.831  -2.605  -1.468
H  2.297  -3.767  -1.415
H  2.520  -2.540  -0.514
H  2.689  -2.203  -1.982
H  0.607  -2.589  -2.384
C  2.351  0.589  -3.310
O  2.161  0.929  -1.964
H  2.392  -0.479  -3.336
H  3.531  0.706  -3.678
H  1.486  0.891  -4.005
H  2.920  1.498  -1.668

As for the molar mass: 616.95 g mol⁻¹. Its electronic energy is -54999.942 eV. For the highest occupied orbital energy, the calculation gives -9.3 eV. As for the net charge: +1. For the LUMO energy, the calculation gives -1.83 eV.

=====

Record 2
DFT (ωB97M-V/def2-TZVPD) results for a 13-piece molecular cluster, C26H78O26 overall.

Cartesian coordinates (Å):
C  -12.362  27.278  -24.202
C  -12.178  26.187  -23.100
O  -13.478  25.767  -22.648
O  -11.375  27.257  -25.227
H  -12.552  28.207  -23.664
H  -13.326  27.094  -24.678
H  -11.631  26.581  -22.244
H  -11.565  25.332  -23.385
H  -13.594  24.856  -22.931
H  -11.345  28.177  -25.497
C  -4.003  18.829  -25.190
C  -4.834  19.302  -23.977
O  -4.051  19.804  -22.879
O  -3.271  17.656  -24.929
H  -3.389  19.609  -25.640
H  -4.686  18.568  -25.997
H  -5.325  18.474  -23.466
H  -5.569  20.073  -24.210
H  -3.432  19.146  -22.555
H  -2.592  17.828  -24.271
C  -13.205  19.022  -21.875
C  -13.178  17.734  -22.726
O  -13.818  18.093  -23.935
O  -12.197  19.959  -22.144
H  -12.959  18.694  -20.865
H  -14.172  19.524  -21.895
H  -13.731  16.931  -22.239
H  -12.198  17.308  -22.940
H  -14.769  18.104  -23.802
H  -11.410  19.852  -21.604
C  -12.814  21.674  -25.990
C  -13.134  20.408  -26.786
O  -12.437  19.241  -26.291
O  -13.194  21.579  -24.621
H  -13.334  22.454  -26.547
H  -11.734  21.755  -26.108
H  -13.076  20.608  -27.856
H  -14.187  20.216  -26.580
H  -12.906  18.858  -25.546
H  -12.779  20.833  -24.181
C  -4.234  22.868  -21.425
C  -4.568  23.888  -20.259
O  -3.816  23.434  -19.172
O  -4.913  21.613  -21.298
H  -3.180  22.867  -21.703
H  -4.663  23.353  -22.303
H  -5.626  23.885  -19.996
H  -4.289  24.919  -20.478
H  -4.215  22.632  -18.826
H  -4.467  21.014  -21.901
C  -10.692  20.184  -19.156
C  -10.908  21.722  -19.030
O  -11.708  21.923  -17.937
O  -9.810  19.950  -20.281
H  -11.703  19.836  -19.367
H  -10.353  19.885  -18.164
H  -11.396  21.986  -19.968
H  -9.950  22.242  -19.020
H  -12.042  22.803  -17.748
H  -8.962  20.370  -20.121
C  -15.044  22.844  -22.001
C  -16.169  23.722  -21.472
O  -15.680  24.880  -20.843
O  -14.235  23.411  -23.009
H  -15.375  21.854  -22.314
H  -14.411  22.596  -21.149
H  -16.746  23.086  -20.801
H  -16.777  23.915  -22.356
H  -14.969  25.259  -21.365
H  -13.821  22.690  -23.488
C  -9.393  18.669  -25.284
C  -9.167  19.563  -26.524
O  -9.181  18.888  -27.825
O  -8.246  17.851  -25.057
H  -10.205  17.995  -25.555
H  -9.613  19.161  -24.337
H  -8.243  20.092  -26.289
H  -9.897  20.370  -26.467
H  -8.919  17.994  -27.594
H  -8.154  17.138  -25.693
C  -8.746  23.580  -27.741
C  -9.886  24.334  -26.951
O  -10.156  25.652  -27.306
O  -9.068  23.332  -29.100
H  -8.603  22.636  -27.217
H  -7.832  24.167  -27.646
H  -9.729  24.259  -25.875
H  -10.850  23.862  -27.136
H  -10.419  26.173  -26.544
H  -10.021  23.269  -29.193
C  -8.390  26.517  -23.740
C  -7.482  25.971  -24.823
O  -6.195  26.558  -24.882
O  -7.912  26.156  -22.463
H  -9.408  26.146  -23.865
H  -8.379  27.603  -23.649
H  -7.924  26.144  -25.805
H  -7.317  24.899  -24.717
H  -5.917  26.636  -25.798
H  -6.983  26.395  -22.445
C  -7.168  20.493  -18.611
C  -6.476  21.294  -17.542
O  -5.061  21.402  -17.765
O  -7.375  21.244  -19.796
H  -8.127  20.263  -18.146
H  -6.540  19.612  -18.743
H  -6.663  20.784  -16.597
H  -7.004  22.221  -17.320
H  -4.639  20.928  -17.044
H  -6.556  21.433  -20.260
C  -9.124  22.742  -23.106
C  -7.821  22.079  -23.421
O  -7.403  22.094  -24.824
O  -10.251  22.118  -23.837
H  -9.050  23.821  -23.246
H  -9.378  22.411  -22.099
H  -7.941  21.013  -23.229
H  -7.020  22.499  -22.813
H  -8.148  21.710  -25.292
H  -11.048  22.414  -23.391
C  -3.865  22.243  -28.504
C  -5.142  22.299  -27.587
O  -4.940  21.664  -26.328
O  -2.838  23.030  -27.919
H  -4.167  22.586  -29.494
H  -3.604  21.188  -28.589
H  -6.008  21.853  -28.076
H  -5.299  23.367  -27.436
H  -5.302  22.281  -25.688
H  -2.608  22.522  -27.138

As for the molar mass: 806.88 g mol⁻¹. Its electronic energy is -81453.786 eV. For the highest occupied orbital energy, the calculation gives -9.4 eV. For the LUMO energy, the calculation gives 0.27 eV.

=====

Record 3
DFT (ωB97M-V/def2-TZVPD) results for a 13-piece molecular cluster, C26H78O26 overall.

Cartesian coordinates (Å):
C  -0.173  2.340  -4.098
C  0.547  1.095  -4.621
O  0.718  0.040  -3.662
O  -1.402  2.045  -3.507
H  -0.236  3.070  -4.893
H  0.515  2.815  -3.328
H  1.572  1.427  -4.796
H  0.141  0.649  -5.565
H  -0.177  -0.399  -3.523
H  -1.534  2.523  -2.692
C  -3.613  -1.705  0.904
C  -2.883  -1.252  -0.399
O  -2.088  -2.272  -0.968
O  -2.781  -2.590  1.649
H  -4.587  -2.286  0.617
H  -3.848  -0.868  1.596
H  -2.156  -0.448  -0.232
H  -3.692  -0.953  -1.123
H  -1.367  -2.514  -0.354
H  -3.020  -3.531  1.423
C  -3.755  2.902  -1.841
C  -4.601  2.082  -0.920
O  -5.023  2.828  0.190
O  -2.425  3.138  -1.458
H  -4.155  3.854  -2.099
H  -3.633  2.365  -2.799
H  -4.050  1.224  -0.533
H  -5.526  1.659  -1.402
H  -4.455  2.694  0.948
H  -2.270  3.266  -0.537
C  -1.135  -0.810  4.865
C  -2.319  -0.451  4.063
O  -2.049  0.591  3.110
O  -0.115  -1.562  4.117
H  -1.442  -1.520  5.661
H  -0.725  0.027  5.382
H  -3.113  -0.070  4.698
H  -2.778  -1.370  3.555
H  -1.333  0.289  2.499
H  0.690  -1.074  3.973
C  3.749  -2.119  -3.526
C  3.721  -2.728  -2.110
O  4.783  -2.348  -1.201
O  3.440  -0.728  -3.437
H  2.934  -2.507  -4.118
H  4.722  -2.227  -4.020
H  3.909  -3.751  -2.237
H  2.750  -2.444  -1.742
H  4.882  -1.393  -1.072
H  2.490  -0.580  -3.494
C  4.665  2.787  -2.796
C  5.453  1.646  -2.093
O  4.607  0.679  -1.415
O  3.659  2.126  -3.611
H  5.316  3.394  -3.454
H  4.109  3.397  -2.156
H  6.105  2.028  -1.278
H  6.114  1.143  -2.864
H  4.117  0.244  -2.165
H  4.091  1.511  -4.181
C  0.157  4.789  0.870
C  0.916  4.691  -0.441
O  0.248  5.178  -1.605
O  -0.987  3.909  0.839
H  -0.256  5.841  0.901
H  0.790  4.615  1.847
H  1.363  3.716  -0.623
H  1.793  5.268  -0.261
H  -0.529  4.632  -1.710
H  -1.486  3.927  1.668
C  -1.563  -6.081  0.870
C  -2.691  -6.056  -0.070
O  -3.292  -4.779  -0.307
O  -0.488  -5.211  0.358
H  -1.279  -7.133  0.954
H  -1.907  -5.698  1.901
H  -3.492  -6.780  0.260
H  -2.242  -6.521  -1.015
H  -2.801  -4.311  -1.012
H  -0.119  -4.781  1.170
C  -3.488  3.288  3.897
C  -2.570  4.526  3.994
O  -1.223  4.207  3.669
O  -3.475  2.690  2.644
H  -4.511  3.643  3.990
H  -3.245  2.670  4.801
H  -2.598  4.859  4.974
H  -2.885  5.323  3.337
H  -0.943  3.406  4.098
H  -2.957  1.841  2.733
C  -1.722  -2.304  -4.605
C  -0.764  -3.048  -5.503
O  0.239  -2.087  -5.978
O  -0.977  -1.960  -3.444
H  -2.533  -2.922  -4.362
H  -2.125  -1.395  -5.040
H  -1.271  -3.408  -6.404
H  -0.325  -3.880  -4.951
H  0.478  -1.644  -5.194
H  -1.481  -1.964  -2.602
C  2.225  -3.592  1.596
C  1.757  -3.956  2.960
O  0.329  -4.121  3.120
O  1.749  -2.227  1.427
H  1.752  -4.182  0.810
H  3.276  -3.721  1.541
H  2.171  -3.239  3.685
H  2.172  -4.948  3.221
H  -0.131  -3.271  3.041
H  2.411  -1.607  1.015
C  1.784  0.979  0.032
C  0.520  0.142  0.200
O  0.080  -0.081  1.559
O  2.845  0.325  0.775
H  1.598  1.959  0.418
H  1.878  1.058  -1.019
H  0.536  -0.836  -0.316
H  -0.235  0.776  -0.311
H  0.496  -0.979  1.743
H  3.655  0.298  0.179
C  2.977  1.057  4.343
C  2.283  2.293  3.874
O  0.877  2.157  3.913
O  2.586  -0.086  3.584
H  2.699  0.873  5.332
H  4.080  1.251  4.361
H  2.646  2.483  2.852
H  2.545  3.204  4.512
H  0.485  1.470  3.316
H  2.854  0.088  2.663

As for the molar mass: 806.88 g mol⁻¹. Its electronic energy is -81457.145 eV. For the highest occupied orbital energy, the calculation gives -9.7 eV. For the LUMO energy, the calculation gives 0.54 eV.

=====

- Which of these has the highest electronic energy?
  C26H78N7O8

=====

- The lowest electronic energy belongs to which entry?
  number 3

=====

- Among the records above, which one has the lowest LUMO energy?
  C26H78N7O8

=====

- Look up the electronic energy of the first one.
  -54999.942 eV